No. 1
Entry from the Open Molecules 2025 dataset: a structure of composition BeH10O5 in a non-equilibrium geometry (the ωB97M-V functional and the def2-TZVPD basis).

ORCA input file:
```
! wB97M-V def2-TZVPD RIJCOSX def2/J DEFGRID3
* xyz 2 1
Be 11.72300 0.20100 -2.22500
O 12.31800 -0.58600 -4.75600
H 12.71400 -0.28600 -5.56000
H 11.90600 -1.39600 -4.98400
O 10.30800 -0.46700 -2.71600
H 9.42800 -0.34900 -2.34700
H 10.11100 -0.50700 -3.66100
O 12.91400 -0.84700 -2.02600
H 12.87900 -1.79300 -1.76200
H 13.71000 -0.72500 -2.58100
O 11.90200 1.58500 -3.05600
H 11.20200 2.21000 -3.06700
H 12.71900 2.06400 -3.34900
O 11.34400 0.75000 -0.55900
H 11.90500 1.47200 -0.15500
H 10.65500 0.57000 0.12400
*
```

Orbital gap, eV: 12.38
LUMO energy, eV: -7.68
HOMO energy, eV: -20.061



No. 2
Entry from the Open Molecules 2025 dataset: a cluster of 2 separate species, FHO2 in total in a non-equilibrium geometry (the ωB97M-V functional and the def2-TZVPD basis).

ORCA input file:
```
! wB97M-V def2-TZVPD RIJCOSX def2/J DEFGRID3
* xyz 0 1
O -0.58559 0.05417 -0.73762
O 0.59489 -0.10880 -0.30328
F 1.16303 0.72835 1.45488
H -1.17233 -0.67372 -0.41398
*
```

Orbital gap (spin up / spin down), eV: 8.41 / 8.41
LUMO energy (spin up / spin down), eV: -3.57 / -3.57
HOMO energy (spin up / spin down), eV: -11.979 / -11.977



No. 3
Entry from the Open Molecules 2025 dataset: the molecule C5H10O (the ωB97M-V functional and the def2-TZVPD basis).

ORCA input file:
```
! wB97M-V def2-TZVPD RIJCOSX def2/J DEFGRID3
* xyz 0 1
C -1.24567 1.28215 0.63267
C -0.88356 0.40080 -0.56089
C 0.35201 -0.45667 -0.35046
C 1.55265 0.23605 0.24910
C 0.23581 -1.91415 -0.24791
O 0.64184 -1.30164 -1.46287
H -0.45030 2.00580 0.84313
H -1.40070 0.68532 1.53880
H -2.16147 1.84928 0.43323
H -0.68871 1.03608 -1.43446
H -1.72631 -0.24607 -0.83182
H 1.72563 1.20023 -0.24214
H 1.39375 0.42289 1.31640
H 2.44877 -0.37695 0.11953
H -0.74840 -2.38036 -0.27942
H 1.00854 -2.48710 0.26679
*
```

Orbital gap, eV: 11.08
LUMO energy, eV: 1.00
Structure (SMILES): CC[C@@]1(C)CO1
HOMO energy, eV: -10.088



No. 4
Entry from the Open Molecules 2025 dataset: a cluster of 3 separate species, C32H67BF2N8O14P2S3 in total in a non-equilibrium geometry (the ωB97M-V functional and the def2-TZVPD basis).

ORCA input file:
```
! wB97M-V def2-TZVPD RIJCOSX def2/J DEFGRID3
* xyz 0 1
C 2.10570 1.53600 7.48659
O 1.91677 1.63596 6.07822
C 2.41209 0.49401 5.41848
C 2.31747 0.55569 3.87961
C 0.81736 0.78472 3.50493
C -0.28299 0.41403 4.51946
C -1.70180 0.35309 3.90703
O -2.63567 0.51081 4.67499
N -1.89803 0.08164 2.54081
C -3.14147 0.59551 2.01242
C -3.08617 1.80496 1.33234
C -4.20260 2.36674 0.75014
C -5.41742 1.69524 0.84624
C -5.47927 0.50318 1.53349
C -4.35191 -0.05781 2.11215
C 2.77020 -0.92632 3.50870
C 1.64834 -1.98759 3.74518
B 2.28301 -3.38197 3.21210
O 3.03319 -4.12366 4.12931
O 2.08075 -3.85310 1.94179
O 3.21305 -1.22561 2.18280
S 4.22713 -0.28947 1.41798
O 4.31765 -0.60114 0.02912
O 5.57409 -0.29952 1.90311
C 3.46258 1.36691 1.65547
O 4.43059 2.20174 1.08753
C 2.18052 1.54558 0.78283
C 1.54962 0.29929 0.08120
C 0.16366 0.77619 -0.46729
C -0.62476 -0.51379 -0.81416
N 0.20554 -1.43951 -1.63073
C 3.28286 1.64976 3.22657
S 2.78126 3.41292 3.39994
O 3.92557 4.19044 3.07296
O 1.67094 3.80194 2.58901
F 2.42673 3.82632 4.86354
S 4.94095 1.66014 4.13978
O 6.00117 2.19680 3.38061
O 4.74274 2.36361 5.36233
F 5.33626 0.18303 4.54558
H 1.15003 1.70634 7.99996
H 2.45912 0.53316 7.77218
H 2.84746 2.27232 7.82191
H 3.42169 0.28111 5.80746
H 1.83512 -0.36663 5.80402
H 0.63634 0.18745 2.59649
H 0.59449 1.80918 3.17554
H -0.35915 1.20911 5.26965
H -0.12494 -0.50938 5.08452
H -1.16817 0.50328 1.97351
H -2.14237 2.34622 1.22955
H -4.15090 3.29941 0.19254
H -6.29267 2.12617 0.36274
H -6.42115 -0.03788 1.60079
H -4.40133 -1.00924 2.63644
H 3.54045 -1.24609 4.22693
H 1.44836 -2.14772 4.80744
H 0.76390 -1.81607 3.12124
H 2.49481 -4.17615 4.93001
H 1.68166 -4.72994 1.93131
H 4.05121 3.07349 0.91713
H 2.39464 2.23009 -0.04804
H 1.32419 1.99276 1.28703
H 1.32003 -0.54062 0.74686
H 2.08795 0.00343 -0.81961
H 0.28644 1.34089 -1.40105
H -0.39474 1.37358 0.26798
H -0.88008 -1.05517 0.11532
H -1.51049 -0.28843 -1.41834
H -0.43884 -1.94068 -2.23730
H 0.60703 -2.16184 -1.04007
C 0.21072 5.49889 -6.24466
N 0.01064 4.93871 -4.92015
C -1.28257 5.38991 -4.40961
P 1.23176 4.72080 -3.70172
O 0.57442 3.57955 -2.96530
N 2.53946 3.77096 -4.34308
C 2.76832 3.59212 -5.76455
C 2.79964 2.49426 -3.67706
N 2.07589 6.20119 -4.15634
C 3.52764 6.25648 -3.86245
C 1.50468 7.35663 -3.40644
H 0.43240 6.57483 -6.23487
H -0.69598 5.36407 -6.84058
H 0.98673 4.99640 -6.80990
H -1.30904 6.47402 -4.23071
H -1.52888 4.88859 -3.47308
H -2.08131 5.15665 -5.11700
H 1.96484 3.01948 -6.24488
H 3.70796 3.05915 -5.93305
H 2.89773 4.54709 -6.27672
H 2.08181 1.72168 -3.97860
H 2.76067 2.59689 -2.59472
H 3.80259 2.13615 -3.92130
H 3.74552 6.01269 -2.81996
H 3.90618 7.26001 -4.07104
H 4.10676 5.59367 -4.49629
H 1.61443 7.22955 -2.32637
H 0.44373 7.48464 -3.62518
H 1.99476 8.28423 -3.69927
C -1.92897 -7.25194 -0.93842
N -2.18126 -5.83166 -1.10500
C -1.64290 -5.11948 0.05124
P -3.61029 -5.11377 -1.79368
O -2.97525 -3.82899 -2.25988
N -3.88102 -5.75789 -3.38517
C -3.28582 -6.99588 -3.85273
C -3.85125 -4.79496 -4.48500
N -4.66720 -6.34798 -1.10789
C -5.93664 -6.61056 -1.82614
C -5.09657 -5.93878 0.26011
H -2.56584 -7.72225 -0.17663
H -0.89159 -7.40668 -0.62890
H -2.02629 -7.81542 -1.85872
H -2.17693 -5.36175 0.98147
H -1.69608 -4.03956 -0.09518
H -0.58978 -5.37033 0.20410
H -2.19457 -6.92310 -3.94294
H -3.68708 -7.26241 -4.83424
H -3.54732 -7.83860 -3.21043
H -2.82552 -4.52310 -4.76166
H -4.39146 -3.88640 -4.23107
H -4.33941 -5.21418 -5.36865
H -6.50516 -5.69467 -2.00395
H -6.55469 -7.29521 -1.24031
H -5.78188 -7.10668 -2.77814
H -5.65162 -4.99727 0.24312
H -4.23930 -5.81316 0.92288
H -5.72557 -6.70560 0.71045
*
```

Orbital gap, eV: 8.05
LUMO energy, eV: -0.27
Structure (SMILES): COC[C@]1(CCC(=O)Nc2ccccc2)[C@@H](CB(O)O)OS(=O)(=O)[C@@](O)(CCCCN)C1(S(=O)(=O)F)S(=O)(=O)F.CN(C)P(=O)(N(C)C)N(C)C.CN(C)P(=O)(N(C)C)N(C)C
HOMO energy, eV: -8.321



Calculated relative energy (zero: lowest compared OMol25 entry of this formula, charge and spin) (kcal per mole), listed in the same order as above: 2.4, 33.8, 25.2, 91.3
Calculated total energy (eV), listed in the same order as above: -10788.296, -6821.051, -7393.674, -132046.295